[1]
68
Properties=species:S:1:pos:R:3 method="wB97M-V/def2-TZVPD" multiplicity=5 e_above_lowest_ev=0.811 total_charge=+4 s_squared=6.01 homo_energy_ev="-18.827 / -18.827"
P 3.758 -0.093 0.228
C 4.230 -0.193 1.950
H 5.323 -0.128 2.049
H 3.891 -1.156 2.364
H 3.769 0.632 2.521
C 3.525 -1.692 -0.548
H 3.119 -1.576 -1.563
H 2.844 -2.310 0.052
H 4.498 -2.199 -0.618
C 4.667 0.993 -0.897
H 5.674 0.589 -1.097
H 4.769 2.005 -0.466
H 4.125 1.062 -1.860
P -0.956 3.165 -0.488
C -0.986 3.665 1.270
H -1.329 4.704 1.381
H 0.029 3.542 1.679
H -1.656 2.974 1.806
C 0.150 4.339 -1.346
H 0.156 4.115 -2.424
H 1.168 4.175 -0.959
H -0.151 5.382 -1.179
C -2.646 3.459 -1.123
H -2.856 4.529 -1.250
H -3.364 3.008 -0.420
H -2.751 2.939 -2.090
P -3.044 -2.121 0.290
C -3.673 -2.353 1.945
H -4.343 -3.225 1.972
H -4.230 -1.460 2.271
H -2.827 -2.530 2.629
C -4.208 -1.850 -1.061
H -4.902 -2.701 -1.136
H -3.661 -1.765 -2.018
H -4.789 -0.929 -0.889
C -1.847 -3.361 -0.221
H -2.378 -4.173 -0.739
H -1.331 -3.779 0.656
H -1.106 -2.919 -0.908
Pd -0.125 0.318 -1.841
C 2.077 0.697 0.277
O 1.311 1.390 0.859
C -2.123 -0.504 0.368
O -1.931 0.521 0.936
C -1.422 0.103 -3.450
C -0.836 -1.123 -3.123
C 0.555 -1.224 -3.100
C 1.353 -0.098 -3.240
C 0.760 1.129 -3.530
C -0.624 1.222 -3.649
H -2.501 0.188 -3.502
H -1.446 -1.984 -2.869
H 1.019 -2.197 -2.943
H 2.429 -0.189 -3.119
H 1.373 2.020 -3.594
H -1.095 2.183 -3.834
C -0.182 0.443 3.866
C 0.241 -0.822 3.246
N 0.383 -1.105 1.956
C 0.813 -2.406 1.879
C 0.910 -2.938 3.149
N 0.545 -1.916 4.000
H -1.165 0.317 4.339
H 0.542 0.738 4.636
H -0.241 1.224 3.105
H 1.027 -2.881 0.931
H 1.195 -3.927 3.471
H 0.496 -1.942 5.017



[2]
65
Properties=species:S:1:pos:R:3 method="wB97M-V/def2-TZVPD" multiplicity=5 e_above_lowest_ev=0.000 total_charge=0 s_squared=6.07 homo_energy_ev="-6.102 / -7.419"
Ru 0.100 -0.282 -0.695
P 2.362 -0.292 -0.722
P -2.408 -0.066 -0.440
N 0.001 1.045 -1.945
H 0.750 -1.795 0.438
C 2.993 -1.706 -1.684
H 4.087 -1.745 -1.617
H 2.693 -1.580 -2.732
H 2.564 -2.639 -1.302
C 3.221 -0.340 0.877
H 4.305 -0.413 0.724
H 2.868 -1.204 1.454
H 2.975 0.571 1.436
C 3.074 1.165 -1.565
H 4.156 1.215 -1.397
H 2.603 2.073 -1.173
H 2.874 1.104 -2.642
C -3.376 -1.371 -1.273
H -4.454 -1.211 -1.136
H -3.072 -2.344 -0.871
H -3.122 -1.339 -2.341
C -3.106 0.034 1.242
H -4.129 0.432 1.198
H -2.462 0.695 1.832
H -3.110 -0.962 1.703
C -2.999 1.483 -1.220
H -4.035 1.687 -0.919
H -2.936 1.384 -2.311
H -2.352 2.310 -0.902
C -0.014 1.778 -3.049
C 0.009 1.932 -5.483
C -0.013 1.154 -4.344
C -0.017 3.214 -2.978
C 0.000 3.961 -4.134
C 0.018 3.335 -5.393
H 0.020 1.448 -6.464
H -0.024 0.064 -4.366
H -0.026 3.651 -1.979
H 0.002 5.054 -4.068
H 0.037 3.937 -6.300
C -0.068 -2.822 0.317
O -0.697 -2.386 -0.834
C 0.563 -4.179 0.011
H 0.995 -4.631 0.904
H 1.326 -4.073 -0.760
H -0.225 -4.830 -0.381
C -0.944 -2.842 1.564
H -1.974 -3.128 1.315
H -0.944 -1.846 2.027
H -0.543 -3.550 2.301
C -1.178 0.142 4.444
C 0.142 0.579 3.803
C 0.432 2.032 4.168
C 1.273 -0.328 4.305
C 0.043 0.472 2.348
C 0.092 0.333 1.115
H -1.101 0.211 5.533
H -1.420 -0.896 4.180
H -2.001 0.785 4.110
H 0.493 2.140 5.256
H 1.383 2.356 3.727
H -0.364 2.686 3.793
H 1.081 -1.374 4.033
H 2.233 -0.027 3.869
H 1.345 -0.261 5.395



[3]
79
Properties=species:S:1:pos:R:3 method="wB97M-V/def2-TZVPD" total_charge=+1 homo_energy_ev=-11.502
C -3.587 -3.067 -0.522
C -2.924 -2.310 -1.699
C -1.604 -1.631 -1.308
Cl -1.191 -0.224 -2.334
S -0.151 -2.738 -1.185
C -0.199 -3.965 -2.520
C -0.259 -3.720 0.322
Br -1.031 -5.491 0.309
C 0.223 -3.180 1.413
C 0.866 -1.815 1.492
Br 0.164 -4.178 3.061
H -3.301 -4.114 -0.578
H -3.381 -2.624 0.456
H -4.670 -2.993 -0.676
H -2.771 -2.947 -2.573
H -3.608 -1.522 -2.015
H -1.747 -1.216 -0.301
H -1.116 -4.555 -2.444
H 0.680 -4.614 -2.481
H -0.171 -3.473 -3.498
H 1.949 -1.841 1.325
H 0.714 -1.455 2.515
H 0.432 -1.066 0.822
Br 0.593 1.317 -0.112
C 1.021 2.327 1.502
C 2.467 2.178 1.881
Br 2.813 0.451 2.710
H 0.339 1.989 2.273
H 0.797 3.363 1.254
H 2.738 2.914 2.634
H 3.142 2.263 1.035
Br 3.737 4.903 4.525
C 5.655 4.571 4.563
C 6.326 5.101 3.324
Br 6.010 3.939 1.793
H 5.789 3.502 4.697
H 6.017 5.092 5.447
H 7.406 5.116 3.453
H 5.984 6.092 3.045
Br 2.251 4.175 -1.901
C 2.354 3.656 -3.775
C 2.058 2.191 -3.952
Br 3.568 1.085 -3.416
H 3.339 3.942 -4.129
H 1.602 4.260 -4.280
H 1.894 1.961 -5.002
H 1.202 1.858 -3.371
Br -4.581 -7.156 5.044
C -3.162 -5.960 4.463
C -3.698 -4.598 4.113
Br -4.590 -4.607 2.381
H -2.659 -6.446 3.632
H -2.480 -5.895 5.309
H -2.884 -3.883 4.011
H -4.417 -4.224 4.836
Br -4.182 -5.595 -2.909
C -5.865 -5.002 -3.694
C -5.642 -3.990 -4.784
Br -5.220 -2.215 -4.079
H -6.481 -4.629 -2.882
H -6.315 -5.905 -4.101
H -6.552 -3.848 -5.361
H -4.831 -4.262 -5.451
Br -0.358 2.348 5.250
C -2.124 1.531 5.161
C -2.122 0.326 4.261
Br -2.108 0.846 2.383
H -2.815 2.303 4.840
H -2.356 1.243 6.184
H -3.036 -0.251 4.391
H -1.264 -0.321 4.417
Br 3.528 6.316 -6.658
C 3.954 7.323 -5.045
C 5.404 7.174 -4.669
Br 5.744 5.442 -3.850
H 3.276 6.979 -4.270
H 3.727 8.358 -5.289
H 5.677 7.907 -3.913
H 6.078 7.262 -5.514